Entry 1:
The following is a quantum chemistry calculation of C22H29AsIrN2O10S as an isolated structure, from the OMol25 dataset.

The value obtained for the total energy is -121246.77637 eV. The HOMO energy (spin up / spin down) comes out at -8.480 / -8.762 eV. The net charge is 0. For the orbital gap (spin up / spin down), the calculation gives 7.7 / 6.6 eV. Its spin multiplicity is 6. Its maximum force is 0.04777 Eh/bohr.

Each line ends with the Löwdin spin population.
Cartesian coordinates (Å):
Ir (-0.1836, 0.4700, -0.6560)  2.91
O (-4.8341, 0.4810, 0.9166)  0.00
C (-3.5123, 0.3652, 0.8446)  0.00
O (-2.8879, 0.5415, -0.1667)  0.04
C (-2.8735, -0.0082, 2.1721)  0.00
O (-1.5975, -0.5378, 1.9575)  0.01
C (-1.6670, -1.8698, 1.4741)  0.01
C (-0.2378, -2.3175, 1.0900)  0.02
O (0.0988, -3.4636, 1.2857)  0.01
O (0.4730, -1.3811, 0.6051)  0.22
H (-5.1996, 0.7015, 0.0427)  0.00
H (-3.5171, -0.7122, 2.7190)  0.00
H (-2.7602, 0.9018, 2.7702)  0.00
H (-2.2876, -1.9352, 0.5724)  0.00
H (-2.0634, -2.5409, 2.2466)  0.00
C (3.5310, 2.2413, -1.2061)  0.00
C (2.2752, 2.3718, -0.3357)  0.02
C (2.5745, 3.3163, 0.8474)  0.01
O (1.8158, 1.1585, 0.1386)  0.35
H (3.8389, 3.2235, -1.5584)  0.00
H (3.2736, 1.6194, -2.0562)  0.00
H (4.3420, 1.7929, -0.6318)  0.00
H (1.4963, 2.8329, -0.9699)  0.00
H (3.3799, 2.8957, 1.4459)  0.00
H (1.6922, 3.4226, 1.4713)  0.00
H (2.8759, 4.2959, 0.4843)  0.00
C (3.0482, -3.0340, 1.3519)  0.06
As (2.9729, -1.2050, 0.6110)  0.42
C (4.0833, -0.3592, 2.0414)  0.07
C (4.2761, -1.4432, -0.9256)  0.10
C (3.5489, -1.9721, -2.1042)  0.00
C (3.2223, -3.3258, -2.1803)  0.00
C (2.4657, -3.8063, -3.2310)  0.00
C (2.0134, -2.9426, -4.2171)  0.00
C (2.3373, -1.5972, -4.1535)  0.00
C (3.1043, -1.1189, -3.1102)  0.00
H (4.0820, -3.3544, 1.4797)  0.01
H (2.5196, -3.7236, 0.7011)  0.00
H (2.5476, -3.0564, 2.3172)  0.00
H (5.1093, -0.7217, 2.0015)  0.01
H (3.6342, -0.6391, 2.9931)  0.00
H (4.0604, 0.7209, 1.9447)  0.00
H (5.0168, -2.1503, -0.5410)  0.01
H (4.7328, -0.4773, -1.1297)  0.00
H (3.5705, -3.9983, -1.4056)  0.00
H (2.2145, -4.8555, -3.2699)  0.00
H (1.4154, -3.3158, -5.0335)  0.00
H (1.9748, -0.9091, -4.8996)  0.00
H (3.3402, -0.0675, -3.0675)  0.00
N (0.1028, 3.6147, 5.1856)  0.00
C (-0.2877, 3.4946, 4.1157)  0.00
C (-0.7570, 3.4068, 2.7833)  0.00
C (-1.4984, 4.4540, 2.2286)  0.00
C (-1.8771, 4.3533, 0.9021)  0.00
C (-1.5207, 3.2224, 0.1790)  0.00
N (-0.8383, 2.2225, 0.7253)  0.09
C (-0.4528, 2.2989, 1.9878)  0.01
H (-1.7682, 5.3067, 2.8352)  0.00
H (-2.4248, 5.1482, 0.4218)  0.00
H (-1.7923, 3.0836, -0.8589)  0.00
H (0.1109, 1.4578, 2.3645)  0.00
O (-0.8394, -0.7695, -2.4008)  0.15
S (-0.5533, 0.5341, -3.0830)  0.00
O (-0.7589, 0.5315, -4.4982)  0.03
O (0.8552, 0.8797, -2.6714)  0.21
O (-1.3699, 1.5592, -2.3430)  0.16

Atomic forces in eV per Å
Ir 1.4668 0.1236 1.8630
O -0.3994 0.0352 0.1704
C 0.0704 -0.1109 0.0443
O 0.0371 -0.1384 -0.3034
C 0.0151 -0.1140 0.0729
O -0.2467 0.2000 0.0552
C 0.5310 -0.4500 -0.0483
C -1.3711 -0.4830 0.6878
O 0.0576 -0.3435 -0.0104
O 1.0395 1.6154 -0.8957
H 0.2417 0.0065 0.0643
H 0.0108 0.2064 -0.0878
H -0.1260 -0.0582 -0.0298
H -0.0446 0.0185 0.0113
H 0.0842 0.0905 -0.1413
C -0.6261 -0.1340 0.1932
C 0.4416 1.2550 -0.2563
C -0.2225 -0.4016 -0.4551
O -1.4374 -1.7786 0.0116
H 0.0987 0.0405 -0.0540
H 0.1584 -0.0324 -0.1371
H 0.1058 -0.0318 0.0183
H 0.1365 0.0173 0.1056
H 0.0943 0.0175 0.1358
H 0.0102 0.1127 0.1201
H 0.0481 0.1194 0.0086
C -0.3424 0.1177 -0.1515
As 1.6262 -0.5432 0.5488
C -0.6685 0.0666 -0.3466
C -0.3927 0.3418 0.4269
C -0.2539 -0.2089 -0.3885
C 0.1436 0.1341 0.0920
C -0.0882 -0.0775 -0.0443
C 0.0585 0.0276 -0.0155
C -0.0446 -0.1238 -0.0750
C 0.1522 -0.0742 0.2020
H 0.1448 0.2403 -0.0890
H -0.0460 0.0533 -0.0170
H -0.0644 0.0903 -0.0178
H -0.0389 -0.1411 -0.1533
H 0.0236 -0.0083 0.0087
H 0.0083 0.0555 -0.0724
H -0.0751 0.1166 0.1008
H 0.0067 0.0173 0.0986
H -0.0079 -0.0607 -0.0100
H -0.0189 -0.1019 -0.0337
H -0.0979 -0.0394 -0.0656
H -0.0727 0.0666 -0.1302
H 0.0101 0.0396 0.0125
N 0.1194 -0.0209 0.4067
C 0.1335 -0.0229 0.3287
C -0.3322 -0.1155 -0.9015
C 0.0740 -0.3315 -0.1140
C 0.1019 -0.0265 0.0417
C -0.3050 0.3782 -0.0812
N 0.1667 -0.2469 -0.4872
C 0.0733 0.1170 0.4391
H 0.0553 0.0588 -0.0180
H -0.0800 0.0165 -0.0520
H -0.0092 0.0726 -0.0498
H 0.0785 -0.0070 0.0877
O -0.0568 -0.2534 0.6864
S -0.1299 0.8818 -2.2892
O 0.0204 -0.1523 0.3215
O 0.1439 -0.1234 0.3669
O -0.1896 0.0050 0.2912

=====

Entry 2:
The following is a quantum chemistry calculation of C22H29BClMoN11O4S3 as an isolated structure, from the OMol25 dataset.

The value obtained for the total energy is -95407.05306 eV. The value obtained for the energy relative to the best compared isomer or geometry (same formula, charge and spin) is 18.3 kcal/mol. The HOMO energy (spin up / spin down) comes out at -14.046 / -14.315 eV. The net charge is +2. For the orbital gap (spin up / spin down), the calculation gives 7.5 / 7.7 eV. Its spin multiplicity is 3. Its maximum force is 0.01858 Eh/bohr.

Each line ends with the Löwdin spin population.
Cartesian coordinates (Å):
Mo (0.8284, -0.6382, 0.0028)  1.76
B (-0.1511, -2.5785, -2.8211)  0.00
N (-1.2573, -1.8975, -1.9784)  0.01
C (-2.5480, -2.2122, -2.1019)  0.01
C (-3.1985, -1.9708, -0.9016)  0.01
C (-2.2060, -1.4988, -0.0648)  0.01
N (-1.0300, -1.4409, -0.7186)  0.01
N (1.1129, -1.6844, -2.9218)  0.01
C (1.9514, -1.7325, -3.9504)  0.01
C (3.1173, -1.0465, -3.6362)  0.01
C (2.9056, -0.5801, -2.3621)  0.01
N (1.6754, -0.9408, -1.9179)  0.02
H (-0.5650, -2.7934, -3.9175)  0.00
H (0.1473, -3.6282, -2.2609)  0.00
H (-2.9047, -2.6267, -3.0299)  0.00
H (-4.2375, -2.1218, -0.6721)  0.00
H (-2.2646, -1.1758, 0.9610)  0.00
H (1.6632, -2.2653, -4.8413)  0.00
H (3.9855, -0.9062, -4.2535)  0.00
H (3.5476, -0.0011, -1.7240)  0.00
C (1.9505, -5.8267, 0.3858)  0.00
C (1.3935, -4.8828, 1.3788)  0.00
N (1.1150, -5.1309, 2.6181)  0.00
N (0.6648, -3.9453, 3.1327)  0.01
C (0.6630, -2.9695, 2.2413)  0.00
S (0.2141, -1.3241, 2.3284)  0.03
N (1.0984, -3.5590, 1.1103)  0.00
N (1.3538, -2.8079, -0.0397)  0.00
H (2.0329, -6.8053, 0.8508)  0.00
H (2.9439, -5.5038, 0.0694)  0.00
H (1.3046, -5.9017, -0.4897)  0.00
H (0.4037, -3.8911, 4.1052)  0.00
H (2.3680, -2.8340, -0.2315)  0.00
H (0.8502, -3.2230, -0.8429)  0.00
O (3.4084, -2.2245, 2.2647)  0.00
Cl (3.9193, -1.4400, 1.1976)  0.00
O (4.1348, -2.2389, 0.0256)  0.00
O (5.0257, -0.6416, 1.5515)  0.00
O (2.8163, -0.4001, 0.7978)  0.05
N (2.6201, 4.0461, 0.1683)  0.00
C (2.4462, 2.7484, 0.4261)  0.00
N (2.7981, 2.2793, 1.6179)  0.00
S (1.7943, 1.7783, -0.8209)  -0.02
H (3.1782, 4.6366, 0.7644)  0.00
H (2.3354, 4.4042, -0.7283)  0.00
H (3.2301, 2.8777, 2.3042)  0.00
H (2.8522, 1.2784, 1.7457)  0.00
N (-0.4903, 0.8238, 0.6776)  0.04
S (-1.7352, 1.4897, -0.1259)  0.01
C (-3.0353, 1.6751, 1.0724)  0.00
C (-2.9041, 1.2138, 2.3706)  0.00
C (-3.9764, 1.3670, 3.2425)  0.00
C (-5.1483, 1.9634, 2.8079)  0.00
C (-5.2654, 2.4129, 1.4971)  0.00
C (-4.2075, 2.2709, 0.6166)  0.00
C (-1.3292, 3.1667, -0.4862)  0.00
C (-1.1707, 3.4943, -1.8244)  0.00
C (-0.8157, 4.7963, -2.1541)  0.00
C (-0.6271, 5.7342, -1.1507)  0.00
C (-0.7954, 5.3928, 0.1893)  0.00
C (-1.1539, 4.1014, 0.5309)  0.00
H (-0.1076, 1.4540, 1.3782)  0.01
H (-1.9945, 0.7329, 2.7028)  0.00
H (-3.8903, 1.0173, 4.2619)  0.00
H (-5.9794, 2.0771, 3.4899)  0.00
H (-6.1842, 2.8732, 1.1617)  0.00
H (-4.2943, 2.6266, -0.4026)  0.00
H (-1.3198, 2.7525, -2.5982)  0.00
H (-0.6992, 5.0793, -3.1910)  0.00
H (-0.3660, 6.7513, -1.4125)  0.00
H (-0.6700, 6.1417, 0.9590)  0.00
H (-1.3274, 3.8325, 1.5660)  0.00

Atomic forces in eV per Å
Mo 0.3343 0.8745 -0.1917
B 0.0556 0.0760 0.0430
N 0.0329 0.0003 0.0147
C 0.0344 -0.0085 -0.0315
C 0.0243 0.0367 -0.0085
C 0.0119 0.0746 0.0721
N 0.0664 -0.0286 0.0225
N -0.1753 0.2212 -0.0055
C 0.0212 -0.0207 -0.0355
C -0.0301 -0.0439 -0.0512
C -0.0540 0.0977 0.2774
N 0.1592 -0.4421 -0.3872
H 0.0094 -0.0354 -0.0278
H 0.0017 -0.0081 0.0356
H -0.0433 -0.0011 -0.0019
H -0.0262 -0.0021 0.0053
H -0.0467 -0.0222 0.0060
H 0.0391 -0.0008 -0.0276
H 0.0218 0.0051 -0.0035
H 0.0568 0.0150 -0.0624
C -0.0068 -0.0139 0.0354
C 0.0418 -0.1477 0.0849
N -0.0129 0.0000 -0.0320
N 0.0428 0.0032 -0.0948
C -0.0210 0.1747 -0.0765
S -0.0960 -0.2936 0.1559
N -0.0705 0.1829 0.1690
N 0.0769 -0.3677 -0.0967
H 0.0078 -0.0028 -0.0167
H 0.0050 -0.0013 -0.0191
H 0.0028 -0.0007 -0.0163
H -0.0026 0.0117 0.0109
H -0.0456 -0.0613 -0.0453
H 0.0547 -0.0266 0.0470
O -0.0538 0.0018 0.0422
Cl -0.2325 0.8325 -0.1298
O 0.0106 0.0306 0.0537
O -0.1651 -0.2451 -0.0884
O 0.4422 -0.7536 0.1330
N -0.0213 -0.1502 -0.0145
C 0.0239 0.0887 0.0548
N -0.1684 0.0169 0.0537
S -0.0771 -0.2857 -0.1966
H 0.0005 0.0088 -0.0085
H -0.0077 0.0425 0.0093
H 0.0157 -0.0041 0.0195
H 0.0946 -0.0186 -0.0320
N -0.2375 0.1289 0.4334
S 0.0191 -0.2947 -0.1492
C -0.1095 0.0924 0.0340
C -0.0294 0.0010 0.0042
C 0.0463 -0.0101 -0.0113
C -0.0249 0.0087 -0.0121
C -0.0030 0.0023 0.0071
C 0.0170 -0.0179 0.0592
C 0.0354 0.1954 0.0372
C 0.0256 0.1037 -0.0107
C -0.0207 -0.0543 0.0084
C 0.0115 0.0712 0.0290
C -0.0135 -0.0172 -0.0319
C -0.0190 -0.0175 -0.0571
H -0.0671 0.0571 0.0141
H 0.0357 -0.0127 -0.0051
H 0.0037 -0.0058 0.0077
H -0.0087 0.0035 0.0089
H -0.0048 0.0079 -0.0106
H 0.0113 -0.0064 -0.0284
H -0.0014 -0.0348 0.0085
H -0.0024 -0.0117 -0.0164
H -0.0001 0.0057 -0.0011
H 0.0017 0.0026 0.0159
H 0.0034 -0.0060 0.0220

=====

Look up the net charge of the second one.
+2

=====

What is the net charge in the second record?
+2

=====

net charge of number 1 (C22H29AsIrN2O10S)?
0